No. 1
DFT (ωB97M-V/def2-TZVPD) results for a structure of composition C31H27BF6N7O5SeTeY in a non-equilibrium geometry.

Element x y z (Å)
1 Y -0.378 -1.571 -0.309
2 B -2.022 -4.515 0.743
3 N -2.988 -3.635 -0.122
4 C -4.103 -4.044 -0.730
5 C -4.560 -3.034 -1.558
6 C -3.627 -2.011 -1.386
7 N -2.678 -2.374 -0.521
8 N -1.587 -3.698 2.001
9 C -1.771 -3.988 3.292
10 C -1.152 -3.015 4.062
11 C -0.599 -2.146 3.122
12 N -0.867 -2.560 1.885
13 H -2.651 -5.485 1.127
14 H -1.038 -4.791 0.094
15 H -4.492 -5.029 -0.530
16 H -5.427 -3.039 -2.196
17 H -3.599 -1.031 -1.832
18 H -2.320 -4.872 3.572
19 H -1.111 -2.945 5.136
20 H -0.019 -1.251 3.266
21 F -3.102 0.263 4.146
22 C -1.973 0.973 4.287
23 C -1.121 1.119 3.275
24 N 0.051 1.846 3.384
25 C 0.956 2.004 2.221
26 C 1.420 0.681 1.655
27 O 2.624 0.444 1.614
28 O 0.471 -0.061 1.224
29 C 0.389 2.470 4.561
30 O 1.398 3.124 4.738
31 N -0.535 2.299 5.578
32 C -1.739 1.601 5.565
33 O -2.457 1.567 6.546
34 H -1.288 0.651 2.314
35 H 1.811 2.570 2.563
36 H 0.424 2.555 1.436
37 H -0.309 2.775 6.439
38 C 6.380 0.825 -2.403
39 C 5.436 0.436 -3.347
40 C 4.195 -0.046 -2.947
41 C 3.880 -0.146 -1.592
42 C 4.839 0.229 -0.648
43 C 6.076 0.719 -1.050
44 C 2.583 -0.715 -1.126
45 C 1.355 -0.506 -1.614
46 C 1.073 0.566 -2.633
47 C 1.631 1.843 -2.645
48 C 1.268 2.783 -3.604
49 C 0.326 2.464 -4.578
50 C -0.293 1.221 -4.558
51 C 0.072 0.331 -3.581
52 H 7.347 1.199 -2.719
53 H 5.664 0.505 -4.404
54 H 3.471 -0.361 -3.693
55 H 4.580 0.158 0.402
56 H 6.804 1.019 -0.304
57 H 2.706 -1.422 -0.309
58 H 2.357 2.096 -1.881
59 H 1.730 3.763 -3.599
60 H 0.058 3.186 -5.340
61 H -1.057 0.947 -5.273
62 H -0.607 -1.181 -2.614
63 Se -1.933 0.945 -0.952
64 C -2.165 2.484 0.100
65 C -3.177 2.601 1.051
66 C -3.335 3.787 1.750
67 N -2.571 4.873 1.583
68 C -1.608 4.759 0.660
69 C -1.371 3.620 -0.092
70 H -3.837 1.764 1.241
71 H -4.120 3.867 2.496
72 H -0.983 5.636 0.515
73 H -0.576 3.599 -0.828
74 F 1.743 -1.867 -4.743
75 Te 0.997 -2.733 -3.146
76 F 1.404 -4.540 -3.163
77 F 1.098 -3.173 -0.745
78 F -0.773 -3.119 -2.236
79 F -0.063 -3.361 -4.558
80 O -0.637 -0.898 -3.535

Output
Charge ... -2
F_max ... 0.0462 Eh/bohr
HOMO level ... -2.8830 eV
Orbital gap ... 7.22 eV
Relative energy (zero: lowest compared OMol25 entry of this formula, charge and spin) ... 426.2 kJ/mol
LUMO ... 0.15932 Ha
E ... -5289.209081 Ha

These are the Löwdin partial charges, in e, on atoms 1 to 5: Y 1.3307; B -0.4070; N -0.0790; C -0.1080; C -0.0708

No. 2
DFT (ωB97M-V/def2-TZVPD) results for a structure of composition C31H27Cl2N2O5W.

Element x y z (Å)
1 W -0.357 -0.447 0.438
2 C -3.288 1.467 -0.714
3 C -2.390 0.553 -1.499
4 C -2.287 -0.812 -1.163
5 C -1.531 -1.703 -1.959
6 C -1.563 -3.182 -1.699
7 C -0.827 -1.181 -3.036
8 C -0.871 0.174 -3.351
9 C -0.074 0.734 -4.493
10 C -1.661 1.024 -2.581
11 H -4.200 1.663 -1.280
12 H -2.803 2.427 -0.530
13 H -3.576 1.025 0.239
14 H -2.925 -1.216 -0.384
15 H -2.397 -3.627 -2.247
16 H -1.708 -3.401 -0.643
17 H -0.649 -3.666 -2.043
18 H -0.234 -1.850 -3.649
19 H -0.721 1.266 -5.192
20 H 0.450 -0.049 -5.040
21 H 0.663 1.447 -4.120
22 H -1.702 2.078 -2.833
23 C -3.942 -2.566 2.161
24 O -3.177 -3.293 3.113
25 C -1.898 -2.930 3.379
26 C -1.425 -3.254 4.650
27 C -0.135 -2.960 5.048
28 C 0.741 -2.327 4.175
29 C 0.284 -1.994 2.913
30 C 1.126 -1.425 1.838
31 N 1.303 -0.112 1.551
32 N 2.434 0.177 0.801
33 C 2.256 -0.148 -0.431
34 O 1.096 -0.774 -0.779
35 C 3.248 0.078 -1.482
36 C 3.004 -0.340 -2.786
37 C 3.947 -0.102 -3.772
38 C 5.128 0.556 -3.460
39 C 5.372 0.977 -2.157
40 C 4.434 0.743 -1.169
41 C -1.012 -2.310 2.495
42 O -1.354 -1.923 1.219
43 H -4.980 -2.809 2.371
44 H -3.701 -2.867 1.142
45 H -3.789 -1.490 2.274
46 H -2.116 -3.742 5.325
47 H 0.190 -3.224 6.045
48 H 1.757 -2.096 4.468
49 H 1.812 -2.124 1.352
50 H 2.077 -0.851 -3.016
51 H 3.762 -0.430 -4.786
52 H 5.862 0.741 -4.233
53 H 6.293 1.490 -1.916
54 H 4.605 1.069 -0.152
55 Cl 0.882 6.347 3.025
56 C 0.588 4.894 2.144
57 C 1.123 4.776 0.841
58 C 0.908 3.647 0.101
59 Cl 1.557 3.478 -1.485
60 C 0.176 2.560 0.639
61 O -0.028 1.512 -0.082
62 C -0.360 2.698 1.948
63 C -1.208 1.701 2.434
64 O -1.429 0.583 1.874
65 C -0.147 3.890 2.687
66 H 1.709 5.588 0.431
67 H -1.754 1.876 3.363
68 H -0.567 3.984 3.681

Output
Charge ... +1
F_max ... 0.0119 Eh/bohr
HOMO level (alpha / beta) ... -11.0034 / -11.0188 eV
Orbital gap (alpha / beta) ... 6.33 / 6.20 eV
Relative energy (zero: lowest compared OMol25 entry of this formula, charge and spin) ... 123.7 kJ/mol
LUMO (alpha / beta) ... -0.17191 / -0.17706 Ha
E ... -2670.487060 Ha

These are the Löwdin partial charges, in e, on atoms 1 to 5: W 1.8784; C -0.0228; C -0.2811; C -0.1247; C -0.2836

No. 3
DFT (ωB97M-V/def2-TZVPD) results for a structure of composition C31H27N4O6PSW.

Element x y z (Å)
1 W -0.098 0.243 -0.554
2 C -1.841 2.861 2.603
3 C -1.593 2.061 1.361
4 N -0.426 1.389 1.211
5 N 0.532 1.529 2.196
6 C 1.781 1.679 1.805
7 N 2.755 1.800 2.722
8 S 2.083 1.662 0.136
9 C -2.496 1.947 0.359
10 C -3.870 2.389 0.373
11 C -4.759 1.959 -0.529
12 C -4.320 1.027 -1.566
13 C -3.047 0.688 -1.708
14 N -2.026 1.216 -0.822
15 H -0.969 3.470 2.849
16 H -2.063 2.215 3.458
17 H -2.679 3.539 2.478
18 H 0.273 1.424 3.168
19 H 2.579 1.620 3.696
20 H 3.705 1.728 2.405
21 H -4.184 3.043 1.175
22 H -5.792 2.272 -0.483
23 H -5.034 0.615 -2.267
24 H -2.665 0.051 -2.489
25 O 2.976 -0.680 -3.300
26 C 2.399 -0.598 -2.247
27 O 1.284 0.100 -2.097
28 C 2.974 -1.249 -0.989
29 P 1.612 -1.539 0.162
30 C 1.123 -3.256 -0.167
31 C 0.786 -4.128 0.863
32 C 0.358 -5.417 0.575
33 C 0.267 -5.839 -0.742
34 C 0.603 -4.973 -1.774
35 C 1.026 -3.685 -1.492
36 C 2.215 -1.529 1.867
37 C 3.576 -1.579 2.157
38 C 4.014 -1.567 3.474
39 C 3.089 -1.519 4.509
40 C 1.728 -1.495 4.226
41 C 1.287 -1.498 2.909
42 H 3.660 -0.522 -0.555
43 H 3.517 -2.152 -1.256
44 H 0.841 -3.807 1.895
45 H 0.082 -6.082 1.382
46 H -0.081 -6.839 -0.966
47 H 0.512 -5.291 -2.804
48 H 1.247 -3.013 -2.313
49 H 4.302 -1.629 1.354
50 H 5.074 -1.609 3.690
51 H 3.430 -1.524 5.537
52 H 1.005 -1.493 5.034
53 H 0.226 -1.491 2.678
54 O -2.435 -2.768 1.070
55 C -1.837 -2.011 0.358
56 O -1.159 -0.955 0.782
57 C -1.746 -2.145 -1.170
58 O -2.329 -2.972 -1.809
59 O -0.932 -1.226 -1.681
60 C -0.858 1.733 -1.503
61 C -0.886 2.813 -2.462
62 C -1.992 3.655 -2.588
63 C -1.979 4.665 -3.537
64 C -0.873 4.830 -4.363
65 C 0.227 3.990 -4.241
66 C 0.227 2.984 -3.287
67 H -2.855 3.519 -1.947
68 H -2.834 5.321 -3.636
69 H -0.871 5.617 -5.106
70 H 1.083 4.116 -4.890
71 H 1.068 2.310 -3.181

Output
F_max ... 0.0151 Eh/bohr
HOMO level ... -6.8820 eV
Orbital gap ... 6.37 eV
Relative energy (zero: lowest compared OMol25 entry of this formula, charge and spin) ... 10.0 kJ/mol
LUMO ... -0.01874 Ha
E ... -2674.693552 Ha

These are the Löwdin partial charges, in e, on atoms 1 to 5: W 1.5633; C -0.0091; C -0.2797; N -0.1881; N -0.0071

No. 4
DFT (ωB97M-V/def2-TZVPD) results for a structure of composition C31H27NP2PtS2 in a non-equilibrium geometry.

Element x y z (Å)
1 Pt -0.831 0.416 -1.070
2 C 2.056 -1.692 1.372
3 N 1.103 -1.070 0.466
4 P 1.359 -0.023 -0.868
5 C 2.414 -0.988 -1.980
6 C 2.045 -2.299 -2.280
7 C 2.828 -3.071 -3.121
8 C 3.978 -2.533 -3.685
9 C 4.336 -1.221 -3.413
10 C 3.557 -0.447 -2.563
11 C 2.437 1.357 -0.369
12 C 2.192 2.605 -0.937
13 C 2.947 3.709 -0.564
14 C 3.943 3.579 0.392
15 C 4.199 2.337 0.960
16 C 3.457 1.231 0.575
17 P -0.573 -0.828 0.676
18 C -1.332 -2.466 0.785
19 C -0.655 -3.609 0.371
20 C -1.305 -4.835 0.344
21 C -2.638 -4.924 0.720
22 C -3.320 -3.785 1.125
23 C -2.672 -2.559 1.158
24 C -0.781 -0.057 2.287
25 C -0.990 -0.801 3.447
26 C -1.065 -0.152 4.671
27 C -0.940 1.228 4.738
28 C -0.738 1.971 3.582
29 C -0.662 1.332 2.354
30 H 3.031 -1.742 0.889
31 H 1.747 -2.714 1.602
32 H 2.146 -1.139 2.310
33 H 1.134 -2.708 -1.858
34 H 2.538 -4.090 -3.344
35 H 4.592 -3.136 -4.342
36 H 5.226 -0.796 -3.859
37 H 3.845 0.574 -2.351
38 H 1.401 2.720 -1.669
39 H 2.740 4.672 -1.012
40 H 4.518 4.443 0.698
41 H 4.981 2.229 1.700
42 H 3.687 0.270 1.014
43 H 0.383 -3.542 0.072
44 H -0.770 -5.720 0.024
45 H -3.146 -5.879 0.691
46 H -4.364 -3.846 1.405
47 H -3.218 -1.672 1.457
48 H -1.090 -1.877 3.395
49 H -1.227 -0.727 5.574
50 H -1.007 1.728 5.695
51 H -0.653 3.049 3.633
52 H -0.524 1.903 1.440
53 S -3.054 0.141 -1.519
54 C -3.711 1.757 -1.689
55 C -5.098 1.918 -1.774
56 C -5.655 3.169 -1.956
57 C -4.823 4.284 -2.053
58 C -3.454 4.132 -1.971
59 C -2.874 2.871 -1.780
60 S -1.137 2.735 -1.639
61 H -5.731 1.041 -1.699
62 H -6.730 3.280 -2.019
63 H -5.249 5.270 -2.191
64 H -2.804 4.996 -2.044

Output
F_max ... 0.0343 Eh/bohr
HOMO level ... -6.6866 eV
Orbital gap ... 6.60 eV
Relative energy (zero: lowest compared OMol25 entry of this formula, charge and spin) ... 0.0 kJ/mol
LUMO ... -0.00301 Ha
E ... -2850.771524 Ha

These are the Löwdin partial charges, in e, on atoms 1 to 5: Pt 0.4442; C -0.1234; N -0.4624; P 0.7669; C -0.3208

No. 5
DFT (ωB97M-V/def2-TZVPD) results for a structure of composition C31H28Br3F9N2O7P2S in a non-equilibrium geometry.

Element x y z (Å)
1 C 0.955 3.336 2.141
2 C 0.513 2.465 1.451
3 C 0.085 1.354 0.575
4 C -1.458 1.484 0.940
5 C -2.285 2.694 0.562
6 O -2.956 2.826 -0.389
7 Br -2.450 4.146 1.917
8 C 0.440 1.540 -0.986
9 C -0.276 2.784 -1.648
10 Br 0.201 4.485 -0.768
11 C -1.056 3.112 -2.686
12 C -1.547 4.490 -3.020
13 Br -1.670 1.923 -4.037
14 C 1.894 2.062 -1.243
15 C 2.853 2.294 -0.287
16 C 4.088 2.823 -0.608
17 C 4.332 3.123 -1.927
18 N 3.429 2.952 -2.884
19 C 2.258 2.445 -2.536
20 C 0.343 -0.047 -1.401
21 C 1.201 -0.310 -2.645
22 O 0.821 0.389 -3.828
23 O 0.962 -0.533 -4.915
24 C -1.131 -0.515 -1.764
25 F -1.979 0.546 -1.602
26 F -1.189 -0.821 -3.099
27 C -1.904 -1.706 -1.176
28 C -2.955 -1.565 -0.290
29 C -3.686 -2.650 0.161
30 C -3.412 -3.915 -0.295
31 C -2.405 -4.069 -1.247
32 C -2.126 -5.423 -1.815
33 F -3.234 -6.198 -1.771
34 F -1.153 -6.090 -1.213
35 F -1.820 -5.347 -3.124
36 C -1.682 -2.988 -1.671
37 N 1.030 -0.809 -0.254
38 C 0.773 -2.195 -0.309
39 C 1.500 -3.003 -1.230
40 P 3.052 -1.222 -0.554
41 S 3.954 -2.408 0.715
42 C 0.635 -0.083 1.099
43 C -0.437 -0.920 1.840
44 C -0.976 -0.510 3.222
45 C -2.400 -0.979 3.432
46 F -2.533 -2.309 3.026
47 C 1.730 -0.020 2.224
48 F 1.895 -1.192 2.806
49 F 1.288 0.791 3.187
50 F 2.950 0.431 1.907
51 H 0.992 4.190 2.768
52 H -1.498 1.530 2.019
53 H -2.046 0.632 0.649
54 H -0.724 5.147 -3.282
55 H -2.224 4.453 -3.865
56 H -2.102 4.898 -2.182
57 H 2.665 2.092 0.743
58 H 4.811 2.985 0.172
59 H 5.298 3.519 -2.207
60 H 1.558 2.371 -3.350
61 H 1.255 -1.358 -2.892
62 H 2.228 0.004 -2.502
63 H 0.324 -0.169 -5.541
64 H -3.256 -0.595 0.067
65 H -4.483 -2.508 0.870
66 H -3.972 -4.763 0.058
67 H -0.919 -3.136 -2.414
68 H -0.070 -2.614 0.199
69 H 1.376 -3.017 -2.318
70 H 2.161 -3.767 -0.844
71 H 3.484 -1.615 -1.825
72 H 3.677 0.029 -0.440
73 H -1.254 -1.063 1.147
74 H -0.079 -1.931 1.959
75 H -0.932 0.529 3.528
76 H -0.409 -1.017 3.997
77 H -2.570 -0.992 4.504
78 H -3.138 -0.360 2.921
79 O 1.241 -1.414 6.382
80 P 1.052 0.026 6.843
81 O -0.217 0.563 6.186
82 O 2.284 0.831 6.449
83 O 0.912 0.133 8.359

Output
Charge ... -2
F_max ... 0.0761 Eh/bohr
HOMO level ... -0.8729 eV
Orbital gap ... 2.29 eV
LUMO ... 0.05202 Ha
E ... -11535.542589 Ha

These are the Löwdin partial charges, in e, on atoms 1 to 5: C 0.1029; C -0.2131; C -0.1752; C -0.1104; C -0.7490

No. 6
DFT (ωB97M-V/def2-TZVPD) results for a structure of composition C31H28Cl3GeHgN6O5 in a non-equilibrium geometry.

Element x y z (Å)
1 Hg 0.019 0.745 0.977
2 O -0.865 3.702 3.905
3 C -0.385 2.986 3.013
4 N -0.966 1.972 2.394
5 C -2.313 1.640 2.797
6 C -2.721 0.235 2.415
7 C -3.937 -0.276 2.866
8 C -4.302 -1.564 2.530
9 C -3.433 -2.332 1.766
10 C -2.257 -1.750 1.344
11 N -1.916 -0.497 1.646
12 C 1.035 3.280 2.538
13 C 1.646 4.459 2.954
14 C 2.924 4.748 2.512
15 C 3.566 3.837 1.682
16 C 2.893 2.678 1.334
17 N 1.658 2.411 1.742
18 H -3.016 2.322 2.307
19 H -2.423 1.775 3.879
20 H -4.582 0.349 3.470
21 H -5.247 -1.973 2.864
22 H -3.670 -3.348 1.484
23 H -1.547 -2.316 0.748
24 H 1.088 5.110 3.611
25 H 3.417 5.664 2.810
26 H 4.567 4.021 1.314
27 H 3.354 1.930 0.699
28 C 0.688 3.605 -1.216
29 O 1.065 2.261 -1.031
30 C 1.283 1.482 -2.118
31 C 1.418 1.984 -3.406
32 C 1.696 1.140 -4.471
33 C 1.832 -0.220 -4.254
34 C 1.672 -0.729 -2.978
35 C 1.408 0.099 -1.885
36 N 1.263 -0.392 -0.561
37 N 1.646 -1.614 -0.452
38 C 1.637 -2.370 0.651
39 C 1.291 -1.950 1.993
40 O 1.056 -0.763 2.312
41 C 1.267 -2.965 3.028
42 C 1.571 -4.252 2.779
43 C 1.973 -4.692 1.476
44 C 2.305 -6.036 1.242
45 C 2.724 -6.455 0.003
46 C 2.840 -5.521 -1.030
47 C 2.501 -4.204 -0.825
48 C 2.042 -3.754 0.425
49 H 1.541 4.214 -1.534
50 H 0.332 3.953 -0.248
51 H -0.122 3.700 -1.945
52 H 1.324 3.046 -3.590
53 H 1.805 1.553 -5.466
54 H 2.059 -0.886 -5.076
55 H 1.736 -1.791 -2.802
56 H 0.986 -2.624 4.016
57 H 1.537 -4.990 3.573
58 H 2.225 -6.736 2.066
59 H 2.969 -7.495 -0.169
60 H 3.199 -5.842 -2.000
61 H 2.589 -3.489 -1.628
62 Cl -2.276 -0.650 -4.891
63 Ge -2.146 -1.644 -2.592
64 Cl -2.246 -3.868 -3.139
65 Cl -4.403 -1.358 -2.301
66 N -2.449 1.953 -3.398
67 C -3.535 2.209 -2.422
68 C -2.900 2.061 -0.980
69 O -3.552 2.459 -0.029
70 O -1.719 1.582 -1.027
71 H -2.185 2.755 -3.955
72 H -2.567 1.094 -4.032
73 H -1.687 1.668 -2.681
74 H -4.318 1.461 -2.514
75 H -3.960 3.205 -2.519

Output
Charge ... -1
F_max ... 0.0259 Eh/bohr
HOMO level ... -5.0787 eV
Orbital gap ... 6.80 eV
Relative energy (zero: lowest compared OMol25 entry of this formula, charge and spin) ... 115.3 kJ/mol
LUMO ... 0.06313 Ha
E ... -5514.003530 Ha

These are the Löwdin partial charges, in e, on atoms 1 to 5: Hg 1.2102; O -0.0073; C -0.5163; N -0.0728; C -0.1718

Q: Which value of E does entry 4 give?
A: -2850.771524 Ha

Q: The highest F_max belongs to which entry?
A: C31H28Br3F9N2O7P2S

Q: What is the F_max in the fourth record?
A: 0.0343 Eh/bohr